{
  "formula": "C48H136N8O24",
  "method": "ωB97M-V/def2-TZVPD",
  "gap_ev": 9.10,
  "e_above_lowest_kcal_mol": 68.8,
  "total_energy_ha": -4153.8990,
  "total_charge": 0,
  "symbols": ["C", "C", "O", "O", "H", "H", "H", "H", "H", "H", "C", "C", "O", "O", "H", "H", "H", "H", "H", "H", "C", "C", "O", "O", "H", "H", "H", "H", "H", "H", "C", "C", "O", "O", "H", "H", "H", "H", "H", "H", "C", "C", "O", "O", "H", "H", "H", "H", "H", "H", "C", "C", "O", "O", "H", "H", "H", "H", "H", "H", "C", "C", "O", "O", "H", "H", "H", "H", "H", "H", "C", "C", "O", "O", "H", "H", "H", "H", "H", "H", "C", "C", "C", "O", "C", "N", "H", "H", "H", "H", "H", "H", "H", "H", "H", "H", "H", "C", "C", "C", "O", "C", "N", "H", "H", "H", "H", "H", "H", "H", "H", "H", "H", "H", "C", "C", "C", "O", "C", "N", "H", "H", "H", "H", "H", "H", "H", "H", "H", "H", "H", "C", "C", "C", "O", "C", "N", "H", "H", "H", "H", "H", "H", "H", "H", "H", "H", "H", "C", "C", "C", "O", "C", "N", "H", "H", "H", "H", "H", "H", "H", "H", "H", "H", "H", "C", "C", "C", "O", "C", "N", "H", "H", "H", "H", "H", "H", "H", "H", "H", "H", "H", "C", "C", "C", "O", "C", "N", "H", "H", "H", "H", "H", "H", "H", "H", "H", "H", "H", "C", "C", "C", "O", "C", "N", "H", "H", "H", "H", "H", "H", "H", "H", "H", "H", "H"],
  "coordinates": [[2.05126, 4.29204, 0.80697], [3.00770, 5.47390, 1.09166], [3.03681, 6.50347, 0.12908], [0.69323, 4.63115, 0.75429], [2.30802, 3.55311, 1.56331], [2.21217, 3.81189, -0.14490], [3.99942, 5.04166, 1.21526], [2.65291, 5.95924, 1.98723], [2.61988, 6.31901, -0.71333], [0.29087, 4.88769, 1.58298], [3.61206, 1.80848, -5.99588], [3.91438, 0.90104, -7.14502], [3.18114, -0.31313, -7.15523], [2.34144, 2.36350, -6.01103], [4.38610, 2.69012, -6.00906], [3.82802, 1.25157, -5.04862], [5.00803, 0.76840, -7.26784], [3.58883, 1.41787, -8.07971], [3.51707, -0.90206, -6.45526], [1.79774, 1.61980, -6.35466], [-3.03034, -3.84845, -2.28105], [-2.96567, -2.50143, -2.88565], [-2.86816, -1.49318, -1.79218], [-3.58933, -4.72276, -3.29983], [-3.70638, -3.69540, -1.39823], [-2.16110, -4.34260, -1.91706], [-3.95034, -2.27788, -3.35956], [-2.13873, -2.39567, -3.62090], [-3.62728, -0.91811, -1.96678], [-3.63833, -5.58292, -2.85985], [-4.55469, 1.92016, 4.66186], [-4.52231, 0.45363, 4.20390], [-3.20385, -0.04211, 4.41469], [-4.43493, 2.13748, 6.01245], [-5.56131, 2.31072, 4.50250], [-3.76170, 2.50839, 4.13890], [-4.77545, 0.34838, 3.14271], [-5.23427, -0.14699, 4.75191], [-3.19158, -1.03802, 4.33167], [-3.53594, 2.17115, 6.35733], [-0.78824, -0.18818, -7.81029], [-0.72977, -0.58189, -6.34157], [-1.61801, -1.66086, -6.05833], [0.35795, 0.64567, -8.00759], [-1.70131, 0.32481, -8.04198], [-0.79011, -1.13156, -8.28191], [-1.08810, 0.22597, -5.78793], [0.27591, -0.76152, -5.97941], [-1.13344, -2.47477, -6.04406], [1.21531, 0.21059, -8.22401], [-2.63496, 4.45136, 2.14395], [-2.89592, 4.92289, 0.73779], [-2.08435, 4.23819, -0.15180], [-1.39149, 5.00771, 2.52660], [-2.64134, 3.34019, 2.07032], [-3.43741, 4.67791, 2.82287], [-2.72223, 6.04238, 0.77351], [-3.93182, 4.79693, 0.46881], [-1.15268, 4.42998, 0.10081], [-1.39698, 5.04130, 3.50168], [4.77751, -2.02639, -2.75811], [4.68907, -1.71686, -4.24533], [3.37712, -1.97659, -4.61070], [4.43277, -3.36862, -2.46168], [4.00406, -1.28849, -2.33323], [5.76898, -1.77867, -2.39460], [5.35558, -2.41570, -4.77660], [5.00101, -0.69715, -4.56173], [3.31177, -2.95267, -4.70267], [3.56439, -3.43586, -2.07225], [2.64011, -3.10860, 4.10153], [1.65092, -2.78607, 2.93090], [2.22511, -1.97907, 1.91274], [1.89374, -4.08466, 4.88148], [2.67473, -2.21031, 4.76464], [3.63642, -3.30476, 3.71024], [0.82970, -2.26352, 3.41853], [1.30352, -3.71739, 2.42724], [1.62794, -1.24864, 1.83513], [2.48631, -4.58146, 5.46427], [3.08164, -6.10281, -0.36807], [1.81449, -5.41006, -0.83533], [0.64748, -5.77476, 0.07560], [0.37662, -7.13320, -0.13178], [-0.37194, -7.72989, 0.92701], [2.08294, -3.94678, -0.83208], [3.03461, -7.19663, -0.28874], [3.31170, -5.74991, 0.62984], [3.93493, -5.87053, -1.02611], [1.55054, -5.78010, -1.81824], [-0.26457, -5.16815, -0.18671], [0.93948, -5.63599, 1.16611], [0.26776, -7.86307, 1.81517], [-0.64732, -8.71839, 0.53936], [-1.29333, -7.15909, 1.12217], [1.27666, -3.38140, -1.01632], [2.46826, -3.63124, 0.03998], [-1.67732, -3.65187, 5.57753], [-2.01489, -4.55232, 4.44683], [-2.07124, -3.82158, 3.10076], [-2.97533, -2.69704, 3.22710], [-2.97772, -1.94796, 2.00471], [-0.96974, -5.51385, 4.36727], [-0.73730, -3.13191, 5.35191], [-1.68640, -4.30150, 6.45594], [-2.46408, -2.91271, 5.63424], [-2.96674, -5.06604, 4.67943], [-2.40605, -4.47767, 2.26223], [-1.09082, -3.43246, 2.80731], [-3.87528, -1.37152, 1.91046], [-2.92503, -2.66637, 1.20652], [-2.09773, -1.33227, 1.88183], [-0.06433, -5.22764, 4.63304], [-0.96692, -6.14938, 3.58234], [2.99722, 5.18820, -4.13643], [1.52605, 5.11559, -4.79729], [0.66542, 4.13013, -3.93507], [-0.61303, 4.11449, -4.49112], [-1.52895, 3.09895, -3.99560], [0.98736, 6.51879, -4.88995], [3.44453, 4.25319, -3.82370], [2.88932, 5.84216, -3.23960], [3.74683, 5.68943, -4.73469], [1.54828, 4.59628, -5.72075], [0.59835, 4.41712, -2.87115], [1.11263, 3.13045, -3.93181], [-2.05132, 3.44142, -3.07093], [-1.02333, 2.09612, -3.87880], [-2.27879, 3.00871, -4.82354], [-0.01714, 6.47543, -4.99422], [1.21618, 7.00066, -4.02564], [-0.17730, 5.95702, 6.59537], [-0.85546, 4.64370, 6.30806], [-0.99921, 3.71974, 7.50735], [-1.57292, 2.45904, 7.06275], [-0.61394, 1.65350, 6.37635], [-2.14413, 4.93784, 5.72098], [-0.13236, 6.63380, 5.77957], [0.88780, 5.83653, 6.82297], [-0.64396, 6.48831, 7.41015], [-0.20764, 4.07448, 5.58195], [-1.47592, 4.11271, 8.38596], [0.01843, 3.53799, 7.94356], [-1.20837, 0.83036, 6.00939], [0.17503, 1.24762, 7.00271], [-0.05086, 2.12593, 5.47531], [-2.78950, 4.14481, 5.74045], [-2.68110, 5.72916, 6.06601], [-3.79352, 1.20391, 0.12112], [-5.04991, 0.44299, -0.28667], [-6.31023, 1.32383, 0.05767], [-6.33883, 1.51167, 1.43748], [-7.52658, 2.09170, 1.89554], [-4.94122, 0.18775, -1.71757], [-3.85516, 2.21801, -0.33148], [-2.84491, 0.70111, -0.12909], [-3.83833, 1.30146, 1.19267], [-4.98728, -0.51864, 0.22686], [-7.22567, 0.69882, -0.26257], [-6.16377, 2.20903, -0.62589], [-7.64100, 2.00374, 2.97021], [-8.42876, 1.60143, 1.49062], [-7.64346, 3.14135, 1.66353], [-5.68169, -0.37299, -2.08980], [-4.88600, 1.09528, -2.20364], [3.19749, 3.76602, 6.61645], [3.34145, 3.75011, 5.11653], [3.34980, 2.34880, 4.58793], [3.71950, 2.28358, 3.20970], [3.53328, 1.03854, 2.58617], [2.18932, 4.51233, 4.56817], [3.16714, 4.81842, 6.90079], [4.00948, 3.34281, 7.17673], [2.23450, 3.33272, 6.93756], [4.30543, 4.14822, 4.74653], [2.29243, 2.02502, 4.70252], [3.89374, 1.69356, 5.26736], [2.45337, 0.75329, 2.51815], [4.10940, 0.25541, 3.11980], [3.86692, 1.23644, 1.52314], [2.37240, 5.52973, 4.70673], [2.29002, 4.44889, 3.53762], [2.31046, -7.09846, -5.62917], [2.50332, -5.65457, -6.03344], [1.24481, -4.81478, -5.93877], [0.98399, -4.73843, -4.57100], [0.56872, -3.48161, -4.09869], [3.53181, -5.02255, -5.18535], [1.97066, -7.08729, -4.60802], [3.28060, -7.56384, -5.70198], [1.58527, -7.64259, -6.22463], [2.91446, -5.61267, -7.02140], [0.42020, -5.33306, -6.50180], [1.37528, -3.76025, -6.36944], [0.83956, -3.38393, -3.02399], [-0.48337, -3.24310, -4.12074], [1.18092, -2.75034, -4.55779], [3.23973, -5.35113, -4.27415], [4.38098, -5.48703, -5.37121], [1.37743, 0.28657, -2.21540], [0.91163, -0.43665, -0.89095], [0.34820, 0.64199, -0.07421], [0.06211, 0.21541, 1.25903], [-0.58288, 1.20925, 1.96691], [0.00449, -1.58459, -1.01078], [1.80987, -0.46212, -2.84856], [2.04910, 1.14568, -2.16832], [0.52335, 0.64288, -2.78761], [1.82154, -0.75545, -0.31331], [-0.57750, 1.13380, -0.42833], [1.14212, 1.43538, 0.04419], [-1.06254, 0.77308, 2.86241], [-1.37747, 1.70396, 1.45892], [0.11719, 1.90140, 2.40950], [-0.94823, -1.34077, -1.38843], [-0.18358, -1.89083, -0.07858]],
  "forces_ev_per_angstrom": [[0.47, 0.66, 0.29], [-1.05, -0.74, -1.25], [0.39, 0.66, -0.05], [-0.30, 0.07, -0.67], [-0.29, -0.32, 0.32], [0.58, -0.01, -0.51], [0.21, 0.10, 0.21], [0.14, 0.03, 0.69], [-0.19, -0.58, 0.09], [-0.09, 0.07, 0.76], [2.72, 1.33, 1.20], [0.13, 0.57, -1.83], [0.26, -0.15, 0.37], [-0.87, -1.16, -0.50], [-1.33, -1.51, -0.06], [-0.28, 0.30, -0.34], [-0.41, -0.25, 0.32], [0.24, -0.20, 0.55], [-0.42, 0.08, -0.01], [-0.34, 0.84, 0.23], [-2.19, -0.71, 0.15], [0.25, 2.08, 0.45], [0.90, -1.79, -1.38], [0.05, 0.03, 1.03], [0.20, -0.56, -0.61], [1.31, 0.28, 0.25], [0.80, -0.54, -0.14], [-0.70, 0.24, 0.49], [-0.20, 0.84, 0.42], [-0.10, 0.06, -0.46], [0.06, -0.10, -1.13], [0.75, 0.18, -0.03], [0.26, -1.26, 0.13], [0.07, 0.00, 2.12], [0.09, 0.09, -0.95], [-0.69, -0.41, -0.21], [-0.14, 0.43, 0.01], [-0.38, -0.04, 0.44], [-0.05, 1.39, 0.01], [0.31, -0.34, -0.25], [1.96, -0.21, 1.79], [-0.75, -0.70, -0.22], [-0.37, 0.49, 0.07], [0.30, 0.50, -0.90], [-0.20, 0.55, -0.23], [0.31, -0.92, -1.49], [-0.58, 1.47, 1.17], [0.40, -0.30, -0.32], [0.39, -0.63, -0.09], [-1.26, -0.27, 0.37], [-0.28, -1.10, -0.87], [-0.16, 1.71, 1.02], [1.07, 0.08, -0.54], [0.02, -0.21, 1.07], [0.46, 0.41, 0.32], [-0.30, 0.62, 0.46], [-0.01, -0.93, -0.43], [-0.42, -0.34, -0.22], [-0.47, -0.30, -0.43], [0.06, 0.05, -0.11], [-1.34, 1.64, 0.41], [1.23, -0.99, 0.07], [-1.15, -0.17, -1.20], [1.48, 0.46, -0.87], [1.12, -1.05, 0.02], [0.20, -0.11, 0.36], [0.06, 0.13, -0.03], [-0.34, -0.39, 0.63], [0.06, 0.18, -0.07], [-1.02, 0.03, 0.61], [-2.09, 1.27, 0.15], [0.72, -0.71, 0.23], [0.52, -0.52, 0.58], [1.22, -0.32, -0.46], [0.41, -0.36, -0.68], [0.01, -0.81, 0.27], [-0.38, -0.13, -0.25], [0.10, 0.34, 0.77], [-0.51, 1.06, -0.44], [-0.11, 0.27, -0.20], [0.62, -0.39, -0.28], [0.23, 0.67, 0.88], [-0.09, 0.26, 0.61], [-0.46, -0.56, 0.37], [0.32, -0.25, -0.95], [0.30, -1.07, -0.79], [-0.41, 0.27, -0.21], [0.24, 0.22, 0.34], [-0.32, 0.09, 0.23], [-0.05, 0.31, -0.51], [0.67, -0.22, 0.43], [-0.36, 0.25, -1.00], [-0.37, 0.23, -0.05], [-0.04, 0.18, 0.31], [0.25, -0.08, 0.23], [-0.66, 0.30, -0.15], [0.17, -0.02, 0.50], [-0.48, 0.49, 0.00], [0.12, -0.33, -1.32], [-1.13, 0.79, 0.24], [0.22, -0.05, -0.65], [0.40, -1.02, 0.24], [-0.35, -2.07, -0.11], [0.00, -0.26, 0.51], [0.45, 0.55, 0.22], [-0.11, 0.31, 0.45], [0.17, 0.30, -0.37], [0.01, 0.20, 0.54], [0.16, -0.12, 0.27], [-0.44, 0.34, 0.19], [-0.29, -0.27, -0.78], [0.33, 0.47, 0.30], [0.94, 0.57, 0.07], [-0.03, 0.18, 0.03], [-1.70, 0.96, 0.06], [0.98, 0.21, 2.64], [0.48, 0.67, 0.56], [-1.26, -0.92, -0.06], [0.20, 0.42, -0.98], [0.82, -1.53, -0.10], [-0.36, -0.44, 0.01], [0.11, -0.52, -0.31], [-0.13, 0.15, -0.55], [0.20, 0.18, -1.28], [0.14, 0.33, -0.02], [0.12, -0.02, -0.33], [0.58, -0.38, -0.42], [-0.39, 1.03, 0.10], [0.50, -0.05, 0.83], [-0.11, 0.03, 0.06], [-0.25, -0.04, -0.07], [1.22, -0.33, 0.91], [0.10, -0.06, -0.16], [2.00, -0.93, -0.10], [0.98, 1.05, 0.30], [0.26, 0.18, -1.41], [-1.24, -0.52, -1.33], [-0.48, 0.41, -1.16], [-0.19, -0.29, 0.37], [-0.24, 0.14, 0.45], [-0.76, 0.73, 0.43], [-1.26, 0.22, -0.03], [-0.37, -0.23, -0.59], [0.01, -0.33, -0.34], [0.02, 0.15, 0.62], [-1.25, -0.34, 1.38], [0.40, 0.16, 0.00], [0.66, -0.02, 0.30], [-0.29, 0.45, -0.19], [0.50, 0.51, 0.03], [0.37, -2.51, -1.42], [0.00, 0.56, 0.06], [-1.31, -0.15, 0.14], [0.11, 0.96, -0.30], [0.47, -0.49, 0.26], [-0.53, 0.12, -0.20], [0.18, 0.33, 0.53], [-0.69, -0.02, 0.05], [0.97, 1.16, 0.25], [-0.62, -0.20, 1.03], [0.55, -0.18, 0.24], [0.33, -0.13, -0.18], [0.35, 0.49, -0.30], [-0.69, -0.01, -0.20], [-0.14, -0.76, 0.02], [-0.49, 0.83, 0.22], [0.52, 0.25, -0.69], [-1.99, -0.74, -0.33], [0.07, 0.77, 1.17], [-0.23, 0.14, -0.97], [0.90, 0.74, -1.26], [-0.09, 0.08, 0.24], [0.44, -0.49, 0.07], [0.40, -0.02, -0.23], [-0.16, 0.36, 0.57], [0.17, -0.23, -0.27], [0.70, -0.15, -0.32], [0.61, 0.14, 0.31], [-0.25, 0.18, -0.60], [-0.09, -0.75, 1.17], [-0.22, -0.96, 0.21], [-0.33, -0.18, 0.70], [-0.20, 0.37, -0.14], [0.48, 0.61, -0.51], [-0.28, 0.41, -1.06], [-0.96, -0.18, 0.68], [0.74, -0.20, 1.91], [-1.63, 0.30, 0.31], [-0.11, -0.33, 0.56], [0.22, -0.51, 0.09], [-0.08, -0.04, -0.22], [-0.11, 0.04, -0.96], [0.42, 0.53, 0.45], [0.06, -1.36, 0.39], [-0.16, -0.39, -0.62], [-0.46, -0.30, -0.61], [0.20, 1.20, -0.72], [0.43, 0.49, 0.67], [1.35, -0.44, -0.18], [-0.94, -1.32, -0.05], [1.03, 0.60, -0.38], [0.16, 2.37, 1.81], [0.13, -1.24, -0.71], [-0.35, -0.43, 2.62], [-0.44, 0.43, -1.49], [0.56, -0.42, -0.48], [0.09, -0.26, 0.73], [-0.41, 0.04, 0.14], [-0.56, -0.12, -0.78], [0.40, -0.32, -0.50], [-0.70, -0.30, -0.35], [0.06, -0.24, -0.36], [-0.35, 0.53, -0.90], [0.45, 0.82, -0.27], [1.20, 0.02, 0.30], [-0.11, -0.26, 0.75]]
}

{
  "formula": "CH8N5",
  "method": "ωB97M-V/def2-TZVPD",
  "gap_ev": 9.99,
  "e_above_lowest_kcal_mol": 79.1,
  "total_energy_ha": -316.3402,
  "total_charge": 1,
  "symbols": ["C", "N", "N", "N", "N", "N", "H", "H", "H", "H", "H", "H", "H", "H"],
  "coordinates": [[0.44811, -0.16495, 0.90630], [1.61839, -0.12782, 0.46003], [2.76161, -0.47455, 0.16742], [-0.61343, -0.46797, 0.15878], [3.47521, 0.41206, -0.39566], [-3.08507, 0.05704, -0.15209], [0.35522, 0.30344, 1.82824], [-0.40550, -0.93421, -0.67409], [-1.67790, -0.17896, 0.08067], [2.87310, 1.07686, -1.04095], [4.35411, 0.04900, -0.71894], [-3.02481, 1.00092, -0.54079], [-3.48332, -0.00060, 0.78408], [-3.59573, -0.55027, -0.86300]],
  "forces_ev_per_angstrom": [[-2.91, -0.20, -1.62], [3.04, 0.09, -1.48], [-1.58, -1.81, 2.11], [0.96, 0.13, 1.47], [-1.03, 2.73, -3.04], [-0.80, -0.63, -1.67], [-0.69, 0.59, 1.87], [0.73, -0.82, -1.53], [0.09, -0.20, 0.91], [2.16, -1.13, 1.71], [0.25, 0.11, -0.30], [-0.60, -0.21, 0.51], [-0.37, 0.28, -0.55], [0.76, 1.07, 1.60]]
}

no.,HOMO level (eV),LUMO level (Eh)
1,-8.71,0.0142
2,-13.81,-0.1403